{"formula": "C24H24CrN6O2S3", "method": "the ωB97M-V functional and the def2-TZVPD basis", "homo_energy_ev": [-10.8, -10.9], "spin_multiplicity": 4, "charge": 1, "de_lowest_kcal_mol": 0.0, "s_squared": 3.790, "homo_lumo_gap_ha": [0.28274, 0.27658], "symbols": ["Cr", "O", "C", "N", "C", "O", "C", "C", "C", "C", "C", "N", "C", "C", "C", "C", "C", "N", "H", "H", "H", "H", "H", "H", "H", "H", "S", "C", "N", "C", "C", "C", "C", "C", "C", "S", "H", "H", "H", "H", "C", "N", "C", "C", "S", "N", "C", "C", "H", "H", "H", "H", "H", "H", "H", "H", "H", "H", "H", "H"], "xyz": [[-0.9000, -0.0676, 0.6173], [-1.4107, -3.7665, -0.8537], [-1.3506, -2.5847, -0.6281], [-0.5576, -1.9297, 0.2922], [0.3350, -2.5857, 1.1084], [0.8536, -3.6625, 0.9408], [0.6604, -1.7119, 2.2941], [1.3503, -2.1977, 3.3882], [1.6194, -1.3374, 4.4418], [1.1809, -0.0224, 4.3584], [0.4897, 0.3849, 3.2332], [0.2318, -0.4395, 2.2146], [-2.1980, -1.5838, -1.3749], [-3.0380, -1.9821, -2.3959], [-3.7226, -1.0134, -3.1118], [-3.5257, 0.3208, -2.7839], [-2.6875, 0.6386, -1.7330], [-2.0418, -0.2932, -1.0240], [1.6508, -3.2366, 3.3909], [2.1613, -1.6833, 5.3114], [1.3654, 0.6799, 5.1584], [0.1257, 1.3991, 3.1275], [-3.1325, -3.0397, -2.5996], [-4.3856, -1.2914, -3.9197], [-4.0121, 1.1137, -3.3335], [-2.5126, 1.6667, -1.4430], [-2.8838, -0.3360, 2.0386], [-2.8437, 1.3098, 1.6079], [-1.7356, 1.7609, 1.0432], [-1.8607, 3.0801, 0.6297], [-0.8895, 3.8490, -0.0070], [-1.2136, 5.1372, -0.3917], [-2.4772, 5.6712, -0.1385], [-3.4435, 4.9256, 0.5140], [-3.1231, 3.6307, 0.8942], [-4.1393, 2.4534, 1.6969], [0.0910, 3.4296, -0.1963], [-0.4742, 5.7432, -0.8979], [-2.7133, 6.6780, -0.4548], [-4.4266, 5.3266, 0.7218], [3.7994, -2.1349, 0.1411], [3.1241, -0.8484, -0.0230], [3.5653, 0.1576, 0.9382], [2.1578, -0.6284, -0.9287], [1.0361, 0.6977, -0.7389], [2.1052, -1.3603, -2.0403], [0.9570, -1.3109, -2.9423], [3.2480, -2.0927, -2.5819], [3.8776, -2.3350, 1.2092], [4.8087, -2.1253, -0.2743], [3.2183, -2.9406, -0.2928], [4.6282, 0.3538, 0.7813], [3.4336, -0.2110, 1.9558], [3.0109, 1.0779, 0.8110], [0.0336, -1.2123, -2.3864], [0.9271, -2.2402, -3.5087], [1.0376, -0.4676, -3.6303], [4.1791, -1.7164, -2.1705], [3.2692, -1.9330, -3.6589], [3.1673, -3.1640, -2.3956]], "atomic_forces_ev_per_a": [[-0.094, 0.743, 0.035], [-0.021, 0.082, -0.072], [0.088, -0.111, 0.058], [-0.013, -0.864, -0.067], [0.022, -0.001, -0.148], [0.014, 0.031, 0.126], [0.156, 0.042, 0.076], [0.050, -0.014, -0.062], [-0.064, 0.084, -0.086], [0.069, -0.098, 0.031], [-0.014, 0.196, -0.086], [0.644, -0.350, 0.953], [-0.116, 0.044, -0.095], [0.018, -0.051, 0.074], [0.062, 0.092, 0.051], [-0.037, -0.076, -0.075], [0.093, 0.105, 0.168], [-0.557, -0.340, -0.871], [0.016, 0.012, -0.027], [-0.028, -0.008, 0.017], [-0.016, 0.022, -0.014], [-0.020, -0.013, 0.011], [0.036, 0.002, -0.021], [-0.008, 0.005, 0.002], [-0.023, 0.000, 0.022], [-0.039, 0.010, -0.013], [0.077, -0.204, -0.118], [-0.074, 0.052, 0.000], [-0.010, 0.255, 0.104], [-0.119, 0.335, -0.067], [0.001, -0.140, -0.017], [0.061, 0.019, -0.006], [-0.125, 0.011, 0.034], [0.001, -0.019, 0.042], [0.069, -0.147, 0.032], [0.211, 0.033, -0.081], [-0.002, 0.028, -0.029], [0.007, -0.007, 0.009], [0.044, 0.006, 0.001], [0.030, 0.072, -0.031], [0.035, -0.121, 0.216], [-0.116, -0.093, 0.054], [0.022, 0.036, -0.022], [0.031, 0.229, -0.006], [-0.142, 0.159, 0.017], [-0.060, -0.133, 0.084], [-0.097, 0.003, -0.031], [0.128, 0.002, -0.216], [-0.033, 0.043, 0.043], [-0.035, -0.022, 0.064], [-0.031, 0.021, 0.032], [-0.011, -0.031, 0.004], [-0.071, -0.049, 0.034], [-0.036, 0.026, -0.034], [0.057, 0.031, 0.017], [0.031, -0.009, 0.039], [0.052, -0.012, -0.003], [-0.085, 0.012, -0.107], [-0.039, 0.043, -0.001], [0.011, 0.027, -0.045]]}

{"formula": "C24H24F2N4O2", "method": "the ωB97M-V functional and the def2-TZVPD basis", "homo_energy_ev": -8.0, "spin_multiplicity": 1, "charge": 0, "smiles": "O=C(N[C@@H]1CCCc2c1cnn2-c1ccc(F)cc1F)c1ccccc1N1CCOCC1", "homo_lumo_gap_ha": 0.31408, "symbols": ["O", "C", "N", "C", "C", "C", "C", "C", "C", "C", "N", "N", "C", "C", "C", "C", "F", "C", "C", "F", "C", "C", "C", "C", "C", "C", "N", "C", "C", "O", "C", "C", "H", "H", "H", "H", "H", "H", "H", "H", "H", "H", "H", "H", "H", "H", "H", "H", "H", "H", "H", "H", "H", "H", "H", "H"], "xyz": [[2.6103, -2.1188, 1.8235], [2.2835, -1.4578, 0.8561], [0.9995, -1.1149, 0.6026], [-0.0873, -1.4485, 1.5119], [-0.5551, -2.8983, 1.2993], [-1.3300, -3.0449, -0.0091], [-2.6446, -2.2578, 0.0392], [-2.3567, -0.8959, 0.5584], [-1.2327, -0.5286, 1.2692], [-1.4532, 0.8152, 1.6211], [-2.6189, 1.2301, 1.1801], [-3.1690, 0.1926, 0.5333], [-4.4387, 0.3129, -0.0504], [-4.6411, 0.0401, -1.3996], [-5.8934, 0.1686, -1.9700], [-6.9480, 0.5913, -1.1797], [-8.1663, 0.7217, -1.7284], [-6.7860, 0.8844, 0.1624], [-5.5268, 0.7384, 0.7135], [-5.3652, 0.9878, 2.0177], [3.2386, -1.0233, -0.2103], [4.0840, -1.9986, -0.7183], [4.9202, -1.7323, -1.7870], [4.9023, -0.4695, -2.3519], [4.0987, 0.5263, -1.8280], [3.2677, 0.2841, -0.7319], [2.4418, 1.2600, -0.1730], [2.2075, 2.5139, -0.8641], [3.2420, 3.5844, -0.4907], [3.2723, 3.7816, 0.9050], [3.5593, 2.5744, 1.5750], [2.5157, 1.4946, 1.2613], [0.7936, -0.5308, -0.1915], [0.3058, -1.3449, 2.5311], [0.3219, -3.5453, 1.2955], [-1.1907, -3.1891, 2.1375], [-1.5443, -4.0977, -0.1973], [-0.7136, -2.6757, -0.8317], [-3.1102, -2.2286, -0.9475], [-3.3478, -2.7555, 0.7163], [-0.8217, 1.4772, 2.1787], [-3.8023, -0.2598, -2.0078], [-6.0568, -0.0427, -3.0142], [-7.6158, 1.2120, 0.7670], [4.0570, -2.9800, -0.2688], [5.5680, -2.5005, -2.1792], [5.5359, -0.2447, -3.1976], [4.1362, 1.5066, -2.2772], [2.1861, 2.3496, -1.9414], [1.2192, 2.8683, -0.5468], [2.9776, 4.5478, -0.9302], [4.2421, 3.2868, -0.8418], [3.5607, 2.8096, 2.6401], [4.5570, 2.2097, 1.2817], [2.7801, 0.5802, 1.7882], [1.5315, 1.8344, 1.5998]], "atomic_forces_ev_per_a": [[0.141, -0.178, 0.259], [-0.334, 0.045, -0.402], [-0.163, -0.074, 0.058], [0.093, -0.259, 0.183], [0.151, 0.077, -0.117], [-0.128, -0.020, 0.207], [-0.010, -0.156, -0.140], [0.294, 0.012, 0.282], [-0.256, -0.125, -0.280], [-0.191, -0.281, -0.161], [-0.185, 0.905, 0.120], [0.529, -0.384, 0.164], [-0.517, 0.186, -0.133], [-0.053, 0.122, 0.295], [-0.250, 0.010, -0.021], [0.300, -0.046, 0.108], [0.036, 0.009, 0.036], [0.012, 0.004, -0.103], [0.104, -0.146, -0.117], [-0.039, -0.051, -0.190], [0.333, 0.095, -0.007], [-0.015, 0.077, 0.050], [0.042, -0.040, -0.054], [0.028, -0.083, -0.001], [-0.075, 0.145, 0.004], [0.095, -0.339, -0.114], [-0.201, 0.171, -0.097], [0.171, 0.296, -0.015], [-0.145, -0.118, -0.273], [-0.083, 0.114, 0.046], [-0.121, -0.331, 0.141], [0.283, 0.277, 0.241], [0.110, 0.067, 0.063], [-0.095, -0.016, -0.141], [-0.004, -0.014, 0.079], [-0.021, -0.050, 0.079], [0.032, 0.019, -0.068], [0.011, -0.043, -0.066], [-0.028, -0.023, 0.055], [-0.032, -0.013, -0.066], [0.121, 0.201, 0.143], [0.106, -0.009, -0.024], [-0.035, -0.011, -0.099], [-0.074, 0.028, 0.070], [-0.004, -0.086, 0.057], [0.048, -0.075, -0.040], [0.049, 0.022, -0.061], [0.003, 0.091, 0.023], [-0.045, 0.025, 0.013], [0.061, 0.034, -0.102], [0.040, -0.075, -0.055], [-0.076, 0.053, 0.004], [0.045, -0.080, -0.024], [-0.063, 0.023, 0.052], [-0.046, 0.075, 0.066], [0.046, -0.056, 0.073]]}

{"formula": "C24H24FN3O5S", "method": "the ωB97M-V functional and the def2-TZVPD basis", "homo_energy_ev": -8.1, "spin_multiplicity": 1, "charge": 0, "de_lowest_kcal_mol": 529.8, "homo_lumo_gap_ha": 0.26635, "symbols": ["C", "H", "O", "C", "C", "C", "C", "C", "C", "H", "H", "N", "S", "O", "O", "C", "C", "C", "C", "C", "C", "H", "N", "C", "O", "C", "C", "C", "C", "C", "C", "H", "H", "H", "F", "H", "H", "N", "C", "H", "C", "H", "O", "C", "H", "C", "H", "H", "H", "H", "H", "H", "H", "H", "H", "H", "H", "H"], "xyz": [[-0.2135, -2.1354, 3.9735], [-1.0889, -2.1992, 4.3611], [-0.0489, -0.7788, 3.2502], [1.0269, -0.5086, 2.6753], [2.0879, -1.4851, 2.3339], [3.1255, -0.9131, 1.8765], [3.1474, 0.3637, 1.5561], [2.1418, 1.3596, 1.5352], [0.9899, 0.8831, 2.2032], [0.2385, 1.4562, 2.4774], [2.1611, 2.5672, 1.3626], [4.2099, 1.0659, 0.5342], [3.9757, 1.4503, -0.9988], [3.5049, 3.0565, -0.6861], [5.1152, 1.3809, -1.8039], [2.5445, 0.5158, -1.2346], [2.9541, -0.9074, -1.6794], [1.8713, -1.7455, -1.6876], [0.7185, -1.2483, -1.4549], [0.2800, 0.0351, -0.9666], [1.2759, 0.9321, -1.1608], [0.9958, 2.0605, -0.6758], [-1.0228, 0.4050, -0.7360], [-1.6078, 1.5173, -0.1632], [-0.9129, 2.6433, -0.3589], [-2.9428, 1.4172, -0.1442], [-3.7857, 2.2988, -0.5276], [-5.1261, 2.5992, -0.3621], [-5.8633, 1.3151, 0.3739], [-4.9683, 0.2474, 0.7483], [-3.6216, 0.4122, 0.4274], [-3.0636, -0.5468, 0.7098], [-5.4358, -0.5197, 1.1806], [-6.8752, 1.2277, 0.3796], [-5.9495, 3.4128, -0.7242], [-3.2894, 3.5497, -0.9366], [-1.6265, -0.4624, -1.1728], [-0.4421, -2.2716, -1.0348], [-0.7956, -2.6420, 0.0800], [-0.9276, -1.6799, 0.8046], [-2.0516, -3.4754, 0.1993], [-2.5317, -3.6971, 1.2707], [-2.1965, -4.5645, -0.7777], [-1.7844, -4.2935, -2.0911], [-1.8260, -5.0124, -2.7734], [-0.2065, -3.5382, -2.1545], [-0.0308, -3.2812, -3.1176], [0.5191, -4.3406, -1.7404], [-2.4603, -3.3741, -2.6398], [-3.0424, -2.6336, -0.2553], [0.0087, -3.3312, 0.4116], [2.1670, -2.6638, -2.0988], [4.1260, -0.9389, -2.0718], [5.1482, 0.2351, 0.6475], [4.1329, -1.5553, 1.7596], [2.0962, -2.2407, 3.0193], [-0.1991, -3.0073, 3.0877], [0.4334, -2.2418, 4.7037]], "atomic_forces_ev_per_a": [[2.287, 0.226, -9.474], [-5.998, 0.407, 2.156], [-5.039, -4.135, 4.597], [3.344, 1.898, -4.206], [-7.541, 2.069, 3.841], [8.552, -1.527, -2.700], [1.577, 7.832, -5.855], [-2.336, 0.545, 3.561], [5.490, -4.205, -1.213], [-3.643, 2.542, 1.144], [0.741, -3.579, -0.252], [5.375, -6.902, 4.721], [-4.745, 10.406, 4.037], [1.199, -6.490, -2.095], [1.729, -1.697, -1.655], [3.515, -4.669, -4.074], [1.635, 5.715, 0.541], [6.842, -0.807, -2.292], [-10.910, -0.183, 6.343], [1.641, -1.182, -2.963], [-0.630, 6.045, 3.915], [1.157, -2.998, -2.168], [-1.924, -4.869, -0.549], [9.558, 4.355, -5.773], [-3.317, -3.990, 2.667], [-3.631, -3.083, 3.025], [-3.172, 14.287, -4.355], [1.295, -12.550, 5.380], [7.052, 1.810, -1.988], [-0.955, 6.704, -3.196], [0.710, -6.603, 2.843], [-0.239, 1.512, -0.188], [-0.901, -3.418, 1.639], [-2.874, 0.023, 0.440], [-2.656, 5.540, -2.585], [-0.931, -3.984, 0.798], [1.257, 2.606, 1.974], [4.515, 2.706, -17.926], [-1.219, -2.570, 11.919], [0.402, -2.289, -1.065], [-5.702, 2.350, -2.122], [1.817, -0.245, -2.513], [0.871, -0.008, 1.078], [1.510, 8.503, 1.286], [-0.273, -3.914, -1.951], [-4.299, -2.360, 6.834], [0.666, 1.455, -2.652], [-0.886, 1.590, -0.480], [1.378, -2.201, 1.759], [2.667, -1.970, 1.239], [0.213, -0.132, 1.785], [-0.778, -1.775, -0.010], [-3.470, -0.738, 1.232], [-3.221, 3.425, -0.950], [-2.196, 1.582, 0.030], [0.170, -2.779, 0.877], [0.452, 2.241, 2.474], [3.868, -0.522, 3.114]]}

{"formula": "C24H24FeN3O7Se", "method": "the ωB97M-V functional and the def2-TZVPD basis", "homo_energy_ev": [-4.8, -4.8], "spin_multiplicity": 5, "charge": -1, "de_lowest_kcal_mol": 13.9, "s_squared": 6.010, "homo_lumo_gap_ha": [0.20735, 0.20804], "symbols": ["Fe", "O", "N", "O", "C", "C", "C", "C", "C", "C", "N", "C", "C", "N", "C", "C", "C", "C", "H", "H", "H", "H", "H", "H", "H", "C", "C", "C", "C", "C", "C", "C", "C", "C", "C", "C", "C", "O", "H", "H", "H", "H", "H", "H", "H", "H", "H", "H", "H", "H", "H", "H", "H", "H", "H", "O", "Se", "O", "O", "O"], "xyz": [[0.7157, 0.0977, -1.3800], [-5.3717, -2.6661, 1.4116], [-5.4732, -2.3398, 0.2445], [-6.4468, -2.5622, -0.4475], [-4.3586, -1.5871, -0.3593], [-4.6995, -0.7081, -1.3221], [-3.7086, 0.1261, -1.9241], [-4.0028, 1.0683, -2.9250], [-2.9874, 1.8221, -3.4480], [-1.6869, 1.6426, -2.9515], [-1.3958, 0.7832, -2.0028], [-2.3803, 0.0123, -1.5060], [-2.0229, -0.9833, -0.5166], [-0.7155, -1.1001, -0.2398], [-0.3062, -1.9942, 0.6314], [-1.2114, -2.8335, 1.2942], [-2.5504, -2.7386, 1.0238], [-3.0021, -1.7857, 0.0873], [-5.7329, -0.6272, -1.6285], [-5.0221, 1.1781, -3.2752], [-3.1672, 2.5454, -4.2307], [-0.8563, 2.2129, -3.3490], [0.7644, -2.0528, 0.7896], [-0.8414, -3.5583, 2.0052], [-3.2541, -3.3857, 1.5219], [5.3541, 0.3513, 0.6172], [4.0247, -0.0103, -0.0676], [3.8786, 0.9055, -1.2828], [2.9166, -0.0040, 0.9899], [3.0926, -0.8662, 2.0732], [2.2567, -0.8646, 3.1763], [1.2362, 0.0765, 3.2297], [0.9842, 0.9236, 2.1622], [-0.1061, 1.9707, 2.3014], [0.4053, 3.3821, 2.0049], [-1.3577, 1.6648, 1.4787], [1.7586, 0.8099, 0.9764], [1.3488, 1.4406, -0.1255], [6.1787, 0.2660, -0.0940], [5.5762, -0.2881, 1.4710], [5.3219, 1.3842, 0.9762], [4.0939, -1.0339, -0.4457], [3.6819, 1.9366, -0.9878], [3.1018, 0.5800, -1.9713], [4.8132, 0.8758, -1.8482], [3.9238, -1.5626, 2.0430], [2.4225, -1.5520, 3.9966], [0.6151, 0.1553, 4.1172], [-0.4013, 1.9484, 3.3570], [0.7306, 3.4542, 0.9677], [1.2520, 3.6272, 2.6488], [-0.3833, 4.1189, 2.1817], [-1.1217, 1.6949, 0.4157], [-2.1371, 2.4059, 1.6804], [-1.7564, 0.6773, 1.7250], [3.0467, -1.7889, -3.8986], [1.6406, -1.8840, -3.1154], [1.8424, -1.7096, -1.4569], [0.7350, -0.4683, -3.3423], [0.7448, -3.1829, -3.4577]], "atomic_forces_ev_per_a": [[-0.061, -0.030, -0.078], [0.010, -0.009, -0.010], [-0.017, 0.028, 0.011], [0.012, -0.008, 0.001], [-0.023, -0.047, 0.032], [0.020, 0.027, -0.028], [0.003, -0.004, 0.008], [-0.011, -0.004, 0.001], [-0.007, 0.009, -0.004], [0.011, -0.005, -0.001], [-0.017, 0.003, -0.010], [0.007, 0.003, 0.010], [0.003, -0.012, -0.009], [0.021, -0.026, 0.057], [-0.016, 0.021, -0.010], [0.004, -0.008, 0.012], [-0.011, -0.008, 0.012], [0.014, 0.049, -0.036], [-0.003, -0.006, 0.003], [-0.001, -0.001, 0.001], [0.002, -0.001, 0.000], [0.001, -0.001, 0.002], [0.002, -0.003, -0.003], [0.001, 0.001, 0.001], [-0.002, 0.000, 0.002], [-0.003, 0.011, 0.001], [0.016, -0.018, 0.005], [-0.005, 0.006, 0.006], [0.016, 0.002, -0.002], [0.011, 0.021, -0.009], [-0.009, 0.003, -0.001], [0.007, 0.002, 0.013], [0.042, 0.023, 0.002], [-0.031, -0.032, 0.024], [0.014, -0.016, -0.008], [-0.014, 0.025, -0.006], [-0.043, -0.039, 0.021], [0.002, 0.020, -0.007], [-0.003, -0.005, -0.002], [0.003, -0.002, 0.004], [0.000, -0.001, 0.001], [-0.009, 0.003, 0.001], [-0.008, -0.001, -0.003], [0.003, 0.005, -0.001], [0.001, -0.002, 0.000], [0.000, -0.002, 0.001], [0.002, 0.000, 0.000], [0.000, -0.004, 0.001], [-0.011, -0.003, -0.008], [0.000, 0.005, 0.003], [0.007, 0.004, -0.005], [-0.003, 0.001, -0.001], [0.000, -0.004, 0.005], [-0.003, -0.001, 0.005], [0.005, 0.015, 0.003], [0.014, -0.031, -0.010], [0.044, 0.051, -0.003], [0.010, -0.019, -0.038], [0.037, 0.019, 0.044], [-0.032, -0.004, 0.001]]}